[1]
26
Properties=species:S:1:pos:R:3:forces:R:3 method="wB97M-V/def2-TZVPD" spin_multiplicity=3 orbital_gap_ev="6.4 / 4.9" lumo_ev="-2.145 / -4.625" homo_ha="-0.316 / -0.348"
Au 0.04640 0.00531 0.21390 0.6102 0.8135 -0.0199
O 3.81612 1.17808 -1.44369 0.2142 0.0756 0.0203
P 2.46087 0.36534 -1.61051 0.0436 -0.6176 -0.6455
O 2.57196 -0.75717 -2.55597 0.0515 0.1414 0.1015
O 2.04114 0.04207 -0.16256 0.1875 0.0997 0.0977
O 1.41260 1.43452 -2.20675 -0.1412 0.1013 0.5232
P 0.45805 2.54945 -1.50849 0.4705 0.3930 -0.3679
O -0.86384 2.35064 -2.39794 -0.1915 0.1052 -0.1365
O 1.00687 3.90318 -1.61886 -0.1211 -0.0818 -0.0072
O 0.09168 2.03812 -0.11003 -0.2018 0.0330 0.0933
H 4.46264 0.87459 -2.09398 -0.1082 0.0502 0.0506
H -0.92081 3.07291 -3.03849 0.0120 -0.1273 0.0969
Cl -5.81153 -4.29065 -0.29031 0.0500 0.0259 -0.0239
C -4.66852 -3.03996 -0.11903 -0.2102 0.0638 -0.0195
C -5.10485 -1.70274 -0.05620 0.0012 0.0623 -0.0080
C -4.19317 -0.70959 0.12642 -0.3213 0.0116 0.0463
C -2.79240 -0.99420 0.29336 0.2230 0.1627 0.1069
O -2.02929 -0.03729 0.56150 -0.7917 -0.2283 -0.0078
C -2.35886 -2.37670 0.14346 -0.5725 0.1395 -0.1492
C -0.96330 -2.77773 0.18691 0.7442 -0.2063 0.1541
O -0.02040 -2.09508 0.56819 -0.3692 -0.9011 -0.0308
C -3.30776 -3.35556 -0.05552 0.5442 0.0513 0.0376
H -6.15753 -1.47613 -0.15154 -0.0067 -0.0513 -0.0031
H -4.49075 0.32968 0.17218 0.0512 -0.0064 0.0329
H -0.74170 -3.79742 -0.15374 -0.0982 -0.0910 0.0689
H -2.99061 -4.38666 -0.15369 -0.0697 -0.0189 -0.0112

***

[2]
22
Properties=species:S:1:pos:R:3:forces:R:3 method="wB97M-V/def2-TZVPD" orbital_gap_ev=9.9 smiles=CCN.O.O.O.O lumo_ev=0.612 homo_ha=-0.342
C 1.34699 -1.41125 0.05869 0.0056 -0.0422 0.0584
C 1.45259 0.05127 0.44662 -0.1803 0.2469 -0.4451
N 0.23286 0.78678 0.07588 0.0425 0.2467 0.3848
H 1.15917 -1.52605 -1.00860 0.1109 0.0582 -0.0028
H 2.27932 -1.91891 0.30251 0.0027 -0.1211 -0.0069
H 0.52839 -1.90614 0.57904 -0.0210 -0.0241 0.0937
H 1.59391 0.15680 1.51924 0.0742 -0.0386 0.1872
H 2.32629 0.48487 -0.04831 0.1506 0.0100 0.0629
H 0.32917 1.76950 0.32985 -0.0304 -0.2199 0.1207
H 0.11292 0.74993 -0.93369 0.0202 -0.1271 0.0407
H -0.06959 3.74264 2.16863 0.0778 -0.0262 -0.0843
H 1.41974 3.38925 2.27362 -0.4252 0.1053 -0.4102
O 0.70569 3.54532 1.62921 0.3549 -0.0681 0.4931
H -1.98670 -1.53827 -0.46461 -0.0397 -0.0697 0.2049
H -2.75859 -2.41647 -1.46268 0.0337 0.0186 -0.1161
O -1.90432 -1.99938 -1.32390 0.0121 0.0127 -0.0139
H -0.78079 -0.81160 -2.19913 -0.0733 -0.0776 -0.0991
H -0.76212 0.40933 -3.12089 0.0243 -0.0213 -0.0793
O -0.19275 -0.11646 -2.55144 -0.1362 -0.0461 -0.3317
H -1.91324 -0.82189 1.93941 0.0921 -0.0238 -0.0175
H -1.14559 -0.05216 0.77434 -0.0901 0.1316 0.0978
O -1.97334 -0.56712 1.01621 -0.0053 0.0758 -0.1373

***

Computed DFT total energy (a.u.) in order:
-2226.2527 -440.9240
Computed relative energy (zero: lowest compared OMol25 entry of this formula, charge and spin) (kcal/mol) in order:
4.5 0.0